[1]
C16H45BCl2O9S | ωB97M-V/def2-TZVPD

Computed properties:
- DFT total energy: -72307.217 eV
- SMILES string: O=S(=O)(Cl)CCCCB(O)Cl.CCO.CCO.CCO.CCO.CCO.CCO
- HOMO energy: -10.03 eV
- 2S+1: 1

Atoms and positions in Å:
C1 2.8072 0.4360 1.0119
C2 -5.7975 -5.6020 -2.1537
O1 6.3862 3.6667 -1.7168
H1 4.1612 -0.9221 0.0115
O2 -0.4866 -0.6762 -2.0515
H2 3.5794 5.3348 1.2069
H3 0.0992 3.0549 -0.3470
H4 6.0488 4.5567 2.8511
H5 -0.3418 0.2884 -2.0174
H6 -1.2919 0.0991 0.4138
H7 2.4360 3.8732 -2.1623
H8 -4.9145 0.2690 3.5020
H9 -4.6031 -4.0642 -2.2804
Cl1 -2.5125 -2.4421 -2.0934
O3 -5.3536 1.4210 0.3076
H10 -2.8638 -0.7204 2.7073
H11 -5.0895 -7.6448 -2.2205
C3 0.6158 3.0641 -1.3133
O4 -5.3745 -4.3069 -1.7574
H12 4.4314 3.9354 -3.6217
O5 1.6455 0.1759 0.2221
H13 -0.0435 3.5409 -2.0383
H14 -6.1161 -5.5992 -3.2025
C4 -4.7265 -6.6551 -1.9380
H15 -3.5665 -1.8826 0.7601
H16 -3.8416 -6.4354 -2.5400
O6 -2.7595 -3.5193 2.3986
H17 7.3429 3.0134 -3.3549
H18 -5.3256 -1.0423 2.3814
C5 1.9282 3.8203 -1.1981
H19 4.1207 0.7073 -0.6742
C6 -1.7588 -0.8713 0.1981
Cl2 -7.5857 0.0357 1.2761
H20 5.4389 6.2011 2.6514
H21 2.7759 -0.1195 1.9542
H22 -3.0641 -5.8710 1.1256
C7 -4.8447 -0.0674 2.4665
C8 4.1194 4.6762 1.8875
H23 -6.6758 -5.8198 -1.5451
C9 4.0882 0.1400 0.2572
H24 1.6273 -0.7527 -0.0336
H25 5.8532 4.8867 -4.0694
H26 4.9651 0.4046 0.8505
H27 4.6462 2.8158 1.8159
S1 -5.8796 1.1235 1.6019
H28 -3.3230 -3.7290 3.1502
H29 -1.1846 -4.2642 1.4026
O7 0.7882 1.7226 -1.7671
H30 -2.9509 0.8634 1.9549
H31 2.5852 3.3234 -0.4836
C10 5.4640 3.8728 -3.9727
B1 -1.4806 -1.2022 -1.3101
C11 -3.4064 -0.1317 1.9573
H32 -1.2169 -1.6203 0.7948
C12 -2.4340 -5.9085 2.0145
H33 6.0778 5.3147 1.2550
H34 3.5356 4.5980 2.8103
H35 -4.4255 -6.6795 -0.8899
H36 -3.8556 -0.4055 -0.1545
H37 5.4535 3.4061 -4.9588
H38 5.4971 3.7125 -1.3468
H39 -3.0564 -6.2023 2.8632
H40 1.7526 4.8383 -0.8446
C13 6.3119 3.0707 -3.0050
H41 1.3130 1.2315 -1.1119
H42 2.7396 1.5003 1.2320
H43 -1.6732 -6.6777 1.8742
H44 5.9304 2.0458 -2.9304
H45 -1.1417 -4.5917 3.1377
O8 -6.2420 2.1640 2.5140
C14 5.5029 5.2211 2.1768
C15 -1.7942 -4.5570 2.2583
O9 4.1663 3.4086 1.2272
C16 -3.2326 -0.8510 0.6224

Atomic forces in eV per Å
C 0.11 0.20 -0.08
C 0.00 0.00 -0.03
O -0.06 0.04 0.06
H 0.01 0.00 0.01
O -0.62 -0.22 -0.48
H -0.01 0.01 0.03
H -0.01 0.07 0.02
H -0.01 0.01 0.01
H 0.55 0.08 0.43
H 0.06 -0.11 0.06
H -0.05 -0.02 -0.02
H 0.05 -0.05 -0.05
H -0.01 0.06 0.07
Cl 0.15 -0.18 -0.09
O -0.03 0.08 0.17
H 0.01 0.13 0.00
H -0.01 0.00 0.00
C -0.09 -0.14 -0.05
O -0.02 -0.06 0.00
H 0.00 -0.01 -0.01
O 0.12 -0.28 0.27
H -0.02 0.02 0.02
H -0.02 0.00 0.01
C 0.02 0.03 0.04
H -0.08 0.07 -0.14
H 0.00 -0.01 -0.01
O 0.01 0.06 0.11
H -0.02 -0.02 -0.02
H -0.03 0.08 -0.07
C -0.06 -0.17 -0.02
H 0.01 0.02 0.03
C -0.13 0.36 -0.14
Cl -0.08 -0.06 0.01
H 0.00 0.00 0.00
H -0.12 -0.02 -0.04
H 0.01 0.00 0.00
C 0.01 -0.15 0.04
C -0.03 0.09 -0.09
H 0.00 -0.02 -0.02
C -0.04 -0.04 -0.08
H -0.04 -0.02 -0.06
H 0.00 0.00 -0.01
H -0.01 0.00 0.02
H 0.06 -0.08 -0.13
S 0.06 0.08 -0.01
H 0.00 -0.04 -0.01
H 0.01 -0.02 0.01
O -0.05 0.35 -0.36
H -0.09 -0.03 -0.11
H 0.05 0.05 0.00
C 0.01 0.05 0.02
B 0.14 0.08 0.16
C 0.04 -0.09 0.14
H -0.01 0.11 0.02
C -0.04 0.01 -0.03
H 0.00 0.01 0.00
H -0.03 0.00 -0.02
H -0.01 -0.01 -0.01
H 0.06 0.07 0.08
H 0.00 -0.01 0.00
H 0.01 -0.04 0.06
H 0.01 -0.01 0.00
H -0.02 0.00 0.00
C -0.02 -0.02 0.01
H -0.10 -0.03 0.13
H 0.06 -0.04 0.12
H 0.00 0.00 0.00
H 0.02 -0.01 0.00
H 0.01 0.01 -0.01
O 0.09 -0.06 -0.17
C 0.03 -0.03 -0.06
C 0.00 0.00 -0.04
O 0.13 0.06 0.24
C 0.02 -0.17 0.07

***

[2]
C62H149N11 | ωB97M-V/def2-TZVPD

Computed properties:
- ΔE to the lowest compared entry with this formula, charge and spin: 33.6 kJ/mol
- DFT total energy: -83098.724 eV
- SMILES string: CCN(CC)CC.CCN(CC)CC.CCN(CC)CC.CCN(CC)CC.CCN(CC)CC.CCN(CC)CC.CCN(CC)CC.CCN(CC)CC.CCN(CC)CC.CCCC#N.CCCC#N
- HOMO energy: -8.20 eV
- 2S+1: 1

Atoms and positions in Å:
H1 -1.8587 24.9067 22.8978
C1 -8.9014 25.7169 7.7193
H2 -13.5069 21.5083 11.9778
C2 -7.9485 19.2654 7.2733
C3 -4.6658 18.8779 18.2248
H3 -9.8818 19.6127 11.5339
C4 -5.0015 23.6774 15.2303
H4 -8.2703 18.3059 18.2156
H5 -13.1007 21.1676 15.9327
C5 -0.7883 24.0554 14.8265
H6 -5.7503 27.8665 16.7950
H7 -14.8475 21.1911 16.2676
C6 -14.2097 22.5264 14.6926
H8 -13.3522 25.2166 14.7830
C7 -7.1024 24.1417 7.4161
H9 -9.4781 24.6286 5.9085
H10 -8.0606 22.5891 17.6290
C8 -5.9615 18.2966 11.0183
H11 -14.5804 21.8312 13.9491
N1 -5.6278 25.0353 17.3841
C9 -5.3239 24.4564 16.4414
H12 -3.2587 24.4818 12.2017
C10 -11.5301 20.2075 20.1473
H13 -2.9762 26.1402 12.7374
H14 -2.1192 23.0280 20.4427
H15 -8.7718 20.7689 14.8590
H16 -6.8032 28.4739 12.2746
H17 -3.3598 24.5120 19.6377
H18 -12.7146 16.6537 13.6045
H19 -9.4221 18.6303 13.6862
N2 -7.9661 24.8027 8.3877
H20 -11.9372 22.2004 12.0187
H21 -12.8843 18.1195 15.9764
C11 -10.1864 22.2834 18.2773
H22 -4.2566 22.9133 15.4905
H23 -10.1619 20.5724 15.9496
H24 -8.3475 26.4695 7.1510
H25 0.3311 24.1024 14.8675
C12 -13.3084 23.5838 12.7537
H26 -8.3338 19.7797 6.4172
C13 -2.3233 24.5781 21.9692
C14 -12.0386 21.4764 19.5187
H27 -10.6056 22.6419 17.3213
H28 -10.1988 18.3311 17.4887
H29 -5.1616 18.8572 19.1864
H30 -7.7008 21.4465 10.5930
H31 -8.0697 23.4793 13.6331
C15 -12.6416 24.3521 14.9633
H32 -8.4929 29.2210 15.7240
H33 -7.8533 23.3532 9.7560
C16 -5.2707 23.5681 10.7422
H34 -6.8998 19.8198 14.7076
C17 -11.6105 23.8720 19.3048
H35 -1.7298 20.8993 15.4429
H36 -9.1757 20.4696 8.6003
C18 -12.1755 24.3597 20.6466
H37 -0.6378 23.5036 21.2346
H38 -9.8169 23.7453 11.0659
C19 -6.8599 19.7905 17.6462
H39 -0.9613 23.9564 13.7379
C20 -8.7922 22.9383 18.3490
H40 -10.4343 25.0336 9.9899
C21 -7.6884 19.0847 18.6909
N3 -5.7981 28.8147 14.8461
C22 -13.9858 21.8159 16.0272
H41 -6.8265 25.8002 5.9696
H42 -1.4696 25.9578 18.4827
H43 0.0116 27.0350 21.3147
H44 -7.5073 24.7612 14.8037
H45 -5.9205 22.3739 13.7291
H46 -2.4572 25.4062 15.0782
H47 -10.1085 21.2031 18.2060
H48 -6.4613 23.4178 7.9467
H49 -3.2848 17.6609 17.1267
C23 -3.7839 17.6648 18.1089
H50 -0.3352 21.4407 14.4769
C24 -2.5219 26.2752 18.6178
C25 -5.0764 24.9142 10.1729
H51 -12.7314 24.1242 16.0122
H52 -6.7406 17.5479 11.1676
H53 -10.4862 20.8745 14.2074
C26 -5.1066 19.7405 16.0643
H54 -8.9922 25.3218 10.8524
H55 -4.5050 27.4425 15.7218
N4 -7.7553 19.5221 9.7470
C27 -9.5117 20.5711 11.1767
H56 -2.5019 27.3376 18.7791
C28 -6.3453 19.1231 9.7758
H57 -2.5043 25.5270 11.1004
H58 -5.9282 30.8118 15.4043
C29 -6.5939 30.0311 15.0530
N5 -1.4609 22.9268 15.4816
H59 -12.8166 23.6622 21.1648
C30 -8.6413 23.8987 9.2564
C31 -5.1106 28.3117 16.0327
H60 -0.5406 23.6548 17.2936
H61 -10.6325 25.9165 6.4112
C32 -9.9431 25.1499 6.7751
H62 -8.8065 24.0094 18.3043
C33 -12.9748 22.4483 11.7842
H63 -1.2066 25.6626 16.3271
C34 -11.2360 24.8092 14.7376
H64 -7.4256 19.9708 16.7119
H65 -8.1370 28.7721 13.3571
N6 -11.0329 22.5337 19.4526
H66 -7.6825 23.5227 6.7170
C35 -6.2229 23.0170 14.5530
H67 -6.8751 19.0791 7.1324
H68 -3.0149 17.6403 18.8878
C36 -2.2659 21.6641 13.4970
H69 -2.2431 20.6644 13.0105
H70 -10.4645 24.3768 7.3113
C37 -4.6986 25.8629 11.3259
H71 -5.6271 19.9837 9.6764
H72 -13.7198 17.6634 12.5485
C38 -1.6951 23.2923 21.4122
H73 -0.6260 28.4036 22.1716
C39 -9.8639 18.8947 14.6576
C40 -7.2018 24.0553 14.0219
C41 -11.8440 18.5133 16.0951
H74 -8.3983 22.7537 19.3528
N7 -5.6979 18.9836 17.1323
C42 -9.8126 20.3921 14.9411
C43 -4.1457 29.3287 16.6991
C44 -2.0880 22.2652 17.7482
C45 -7.7931 29.9811 16.0216
H75 -4.0753 26.0180 20.1336
H76 -12.5180 19.6631 13.7700
H77 -8.3206 19.7921 19.2092
H78 -11.1007 25.0965 13.7045
H79 -13.9650 17.6758 14.3064
N8 -2.1488 25.6518 20.9419
H80 -12.6658 25.3214 20.5019
C46 -0.7931 27.3227 22.0136
H81 -7.4317 20.2077 11.6845
H82 -12.8738 21.9027 20.0987
H83 -11.8968 19.5888 16.3449
H84 -8.3884 18.2813 7.3212
H85 -5.7840 18.5843 14.3423
H86 -11.0871 25.7115 15.3482
H87 -4.9561 17.8517 10.9210
H88 -6.1270 18.5516 8.9097
H89 -14.3686 23.9174 12.6010
H90 -7.5520 21.0475 8.3222
H91 -4.3579 16.7148 18.1550
H92 -5.5478 24.5137 6.0112
H93 -3.1295 26.1596 17.7037
C47 -3.2717 25.5037 11.8867
H94 -2.8405 27.1616 22.3452
H95 -11.4919 18.6884 12.7859
H96 -10.0368 20.9180 10.3115
C48 -8.1480 20.1258 8.4954
H97 -5.9043 18.9505 11.9036
H98 -10.4620 24.0860 15.1059
H99 -9.2564 18.3491 15.3867
H100 -6.7951 22.3976 15.2451
H101 -12.3186 19.4692 20.3222
H102 -2.4802 21.2626 17.4603
H103 -7.0904 18.5424 19.4463
H104 -6.9968 30.3044 14.0691
C49 -6.2771 25.1102 6.6137
H105 -6.0220 26.8248 14.2417
H106 -5.3962 25.6693 12.1577
H107 -5.1420 20.8218 16.3184
C50 -0.9443 22.7244 16.8748
H108 -9.4368 26.2447 8.4967
H109 -4.3640 24.8906 9.3399
H110 -6.5009 20.7808 18.0602
N9 -5.4356 22.5461 11.2657
H111 -6.0655 25.2700 9.8479
H112 -7.3731 27.3793 15.0948
H113 -12.4519 21.2702 18.5000
H114 -10.8524 24.5574 18.8824
H115 -11.0870 20.4194 21.1020
H116 -4.4398 24.3703 14.5827
H117 -1.8993 22.3415 12.7202
C51 -8.0433 20.4611 10.8133
H118 -11.7635 17.7181 18.0802
C52 -2.1609 26.9997 21.4593
H119 -4.0896 19.4464 15.9012
H120 -7.4833 29.8808 17.0642
H121 -4.7173 26.9127 11.0114
H122 -8.3308 30.9208 15.9628
H123 -13.1026 22.7861 10.7512
C53 -1.3810 21.6624 14.7383
C54 -6.6282 27.7045 14.3513
H124 -2.4700 27.7647 20.7154
H125 -10.8168 16.7435 16.8747
H126 -6.7742 24.5950 13.1621
C55 -1.3703 25.4063 15.2705
H127 -3.5327 28.7386 17.3841
H128 -11.3681 24.5562 21.3480
H129 -15.1101 23.2252 14.8618
H130 -10.8261 19.7490 19.5138
H131 -3.3991 24.4140 22.1751
H132 -3.9976 19.7427 18.2118
H133 -13.8213 22.4975 16.8704
H134 -3.2530 21.8915 13.8635
N10 -11.2000 18.2744 14.7930
H135 -5.3069 20.2179 13.9646
H136 -7.9658 27.1930 12.6630
C56 -11.1202 17.7732 17.2118
C57 -9.5215 24.5283 10.3546
H137 -12.4187 23.8244 18.5387
C58 -3.1433 25.5565 19.8362
H138 -3.4678 29.7199 15.9625
H139 -9.1793 23.1171 8.7041
H140 -9.6513 21.3605 11.9158
H141 -4.6512 30.1693 17.1596
H142 -12.6515 24.4471 12.5744
C59 -12.0915 18.6565 13.6806
H143 -2.9767 22.9099 17.7578
H144 -0.9723 26.2511 14.6843
H145 -5.7155 25.8461 7.2393
H146 -0.6351 26.8664 23.0001
N11 -13.0386 23.1914 14.1323
C60 -5.8172 19.6241 14.7055
H147 -1.8342 22.1557 18.8063
C61 -7.3952 28.0260 13.0667
C62 -13.2246 17.6182 13.5291
H148 -1.7956 22.4376 22.0976
H149 -0.1197 22.0048 16.9371

Atomic forces in eV per Å
H 0.14 -0.12 -0.03
C 0.20 0.92 -0.22
H -0.31 0.41 -0.13
C 0.80 -0.38 0.27
C -0.44 -0.13 -0.44
H -0.28 0.10 -0.04
C 0.41 -0.31 0.08
H -0.36 -0.09 -0.04
H -0.28 0.17 0.16
C 0.05 0.42 -0.94
H -0.58 0.20 0.17
H 0.01 0.02 0.00
C -1.24 0.73 0.73
H 0.49 -0.65 0.08
C -0.32 -0.36 0.37
H -0.28 0.51 0.35
H -0.15 -0.23 -0.29
C -0.01 0.78 -0.03
H 0.08 -0.38 -0.10
N 0.00 0.18 0.20
C -0.18 -0.66 -0.48
H -0.17 -0.76 0.52
C -0.99 0.13 0.51
H -0.10 -0.18 -0.44
H -0.15 0.06 0.30
H -0.65 -0.01 -0.12
H 0.34 -0.08 -0.03
H 0.09 -0.11 -0.20
H -0.31 -0.11 -0.03
H -0.38 0.16 0.08
N -0.25 1.30 -1.13
H 0.16 -0.01 -0.52
H 0.80 0.43 0.35
C 0.96 0.26 -0.25
H -0.11 0.23 0.23
H -0.05 0.30 0.15
H 0.16 0.01 0.39
H -0.53 -0.45 0.54
C -0.28 0.10 -0.11
H -0.16 0.26 -0.64
C -0.39 0.35 -1.21
C -1.20 0.84 -0.17
H -0.66 -0.17 0.16
H -0.56 -0.44 -0.06
H -0.14 0.10 0.14
H 0.49 0.99 -0.61
H 0.20 0.67 0.25
C -1.08 0.21 -0.58
H -0.31 -0.53 0.17
H 0.26 -0.30 0.36
C -0.04 -0.91 0.29
H 0.43 0.45 0.14
C -0.77 -0.46 0.34
H 0.09 -0.08 -0.28
H -0.11 -0.20 -0.19
C 0.84 0.82 -0.37
H 0.01 -0.20 0.08
H 0.09 0.29 -0.11
C 1.04 0.08 -0.64
H -0.16 0.09 0.42
C -0.19 -0.60 1.40
H 0.22 -0.54 -0.10
C 0.40 -0.76 0.05
N -0.68 -0.78 0.23
C 0.60 -0.22 -0.34
H -0.25 -0.60 -0.29
H -0.65 -0.06 -0.06
H -0.36 -0.21 0.33
H -0.09 -0.12 -0.23
H 0.30 0.06 0.06
H 0.32 -0.04 0.26
H 0.38 -0.14 -0.23
H -0.05 0.34 -0.01
H 0.02 -0.03 0.30
C -0.04 -1.09 -0.69
H 0.02 -0.15 0.03
C -0.43 -0.66 -0.20
C -0.79 0.30 0.69
H -0.26 -0.41 0.35
H 0.24 -0.18 0.16
H 0.44 0.28 0.49
C -1.08 1.00 -1.31
H 0.53 0.17 0.48
H -0.05 0.32 -0.15
N 0.38 -0.22 0.36
C 0.66 -0.06 0.23
H 0.11 0.52 0.22
C 0.74 0.66 0.62
H -0.16 0.44 0.12
H 0.20 0.19 -0.23
C -0.34 -0.10 0.03
N 1.25 0.30 0.77
H -0.42 -0.20 -0.25
C -0.27 -0.77 0.84
C 1.18 0.41 0.21
H -0.18 0.02 -0.37
H 0.12 -0.14 0.14
C 0.66 -1.01 -0.59
H -0.29 0.68 -0.37
C 0.49 0.20 0.56
H -0.03 -0.34 -0.35
C 0.88 0.21 0.80
H -0.20 0.26 0.79
H -0.20 0.03 -0.33
N 0.85 0.27 -1.21
H -0.12 -0.10 -0.02
C -0.17 0.90 0.12
H -0.26 0.23 -0.25
H -0.11 0.09 -0.10
C 0.84 -0.94 -0.06
H -0.22 0.47 0.44
H -0.75 -0.30 0.09
C 1.81 -0.67 0.78
H -0.64 -0.12 0.25
H 0.11 0.17 0.30
C 0.23 0.31 0.47
H -0.38 -0.26 0.02
C 0.03 -0.83 0.84
C -0.35 -0.55 -0.66
C -0.25 -0.65 -0.57
H 0.21 -0.25 -0.06
N 0.14 0.42 2.05
C 0.12 -0.23 -0.84
C -0.45 -1.15 -0.58
C -0.99 -1.10 0.70
C 0.65 0.25 -0.06
H -0.52 0.23 0.01
H -0.01 0.20 0.25
H -0.32 0.10 0.11
H 0.50 -0.08 -0.29
H -0.36 0.11 0.27
N -1.22 -0.62 -0.27
H -0.35 -0.07 0.06
C 1.19 0.99 0.07
H -0.36 -0.22 0.04
H 0.17 -0.42 -0.12
H -0.19 -0.29 -0.06
H -0.48 -0.25 0.24
H 0.26 0.15 0.18
H 0.04 -0.05 -0.21
H -0.53 0.00 -0.17
H -0.07 -0.80 -0.78
H 0.58 -0.03 0.28
H -0.05 0.01 0.08
H 0.22 0.59 0.07
H -0.52 0.71 0.30
H 0.35 -0.32 0.31
C -0.52 0.80 -0.58
H -0.10 -0.38 -0.80
H 0.22 -0.20 -0.42
H -0.74 -0.08 -0.51
C 0.39 0.41 -0.23
H -0.12 -0.37 -0.24
H -0.71 0.36 -0.68
H 0.28 0.19 0.02
H 0.37 -0.12 0.33
H -0.12 0.20 -0.16
H 0.36 0.54 -0.06
H -0.10 0.51 -0.28
H 0.37 0.22 0.24
C 1.50 0.62 -0.15
H 0.72 -0.34 -0.26
H 0.03 0.53 -0.46
H 0.46 -0.15 0.11
C -0.82 0.45 -0.22
H 0.00 0.30 0.25
H -0.17 0.06 0.23
H -0.15 -0.72 -0.49
N 0.27 1.13 -0.62
H 0.21 -0.38 -0.54
H -0.04 0.17 0.16
H 0.15 0.07 0.42
H -0.29 -0.28 0.52
H 0.38 0.13 0.46
H -0.39 -0.25 -0.21
H -0.34 0.21 0.26
C 0.05 -0.43 1.14
H -0.02 -0.12 0.31
C 0.01 0.85 1.47
H 0.70 -0.17 0.08
H -0.07 -0.35 -0.08
H -0.23 -0.29 0.05
H -0.04 0.30 -0.09
H 0.09 -0.30 0.09
C 0.25 0.37 0.06
C -0.54 0.25 -0.36
H 0.27 -0.80 0.27
H -0.38 0.95 0.37
H -0.16 -0.03 0.36
C -0.30 0.24 -0.21
H -0.19 0.43 0.34
H 0.30 -0.04 -0.03
H 1.11 -0.32 -0.39
H 1.10 -0.68 -0.67
H 0.21 0.11 0.05
H -0.21 0.42 0.05
H -0.06 -0.07 -0.26
H -0.57 0.19 -0.51
N -0.21 0.84 -0.67
H 0.02 0.42 -0.26
H 0.18 -0.31 0.11
C 0.82 -0.22 -0.48
C -0.43 -0.12 -0.77
H 0.12 0.13 0.22
C 1.43 0.25 0.03
H 0.30 0.27 -0.50
H -0.39 0.00 -0.05
H 0.03 -0.18 0.30
H -0.05 -0.05 0.39
H -0.30 -0.25 -0.43
C -0.57 -0.38 0.49
H 0.37 0.26 -0.37
H 0.11 -0.39 0.08
H -0.14 -0.86 -0.06
H 0.11 -0.14 -0.37
N -0.47 0.37 0.97
C -0.38 -1.52 0.19
H 0.40 -0.03 -0.24
C -0.33 0.55 0.58
C 1.06 -0.09 -0.67
H 0.00 0.26 -0.19
H 0.02 -0.10 -0.31